--- i ---
Formula: C4H13N3O2
Source: OMol25
Level of theory: ωB97M-V/def2-TZVPD

SMILES: NN(CO)CO.C=NC
HOMO-LUMO gap (eV): 9.43
HOMO (eV): -8.685
Molar mass (g/mol): 135.167

```
! wB97M-V def2-TZVPD RIJCOSX def2/J DEFGRID3
* xyz 0 1
H -1.51135 0.28586 -0.66620
C 1.23600 1.30590 0.30050
C -0.85794 -0.57279 -0.80876
N 0.97267 -1.82448 0.21276
H -0.61639 2.63011 -1.85132
N 0.12133 -0.69169 0.38836
H 1.91060 -1.56525 0.50241
N 0.36005 2.15076 -0.10363
H -1.14095 0.23370 1.71705
H 0.77170 3.63569 -1.47814
H 1.46483 1.27866 1.36023
H 1.02972 1.99337 -2.11834
H 0.17941 -0.70070 2.47301
C 0.40100 2.60877 -1.45862
H 2.00113 0.88615 -0.36702
O -1.69152 -1.69991 -0.90789
H -2.02574 -1.87335 1.18587
C -0.56861 -0.70026 1.67239
H 0.68831 -2.61484 0.79224
O -1.36861 -1.82800 1.89782
H -1.13143 -2.47459 -1.04944
H -0.22421 -0.46311 -1.69327
*
```

These are the Löwdin partial charges, in e, on atoms 1 to 8: H 0.1205; C -0.1240; C -0.2024; N 0.0549; H 0.0644; N -0.2517; H 0.0763; N -0.1069

---

--- ii ---
Formula: C4H13N3O2
Source: OMol25
Level of theory: ωB97M-V/def2-TZVPD

HOMO-LUMO gap (eV): 7.45
HOMO (eV): -7.703
Molar mass (g/mol): 135.167

```
! wB97M-V def2-TZVPD RIJCOSX def2/J DEFGRID3
* xyz 0 1
H 0.39670 1.79668 1.63177
H -2.44941 -0.09282 -1.33289
H 0.57620 3.11618 0.43217
C 0.20779 1.18026 -0.39639
C 2.09971 -0.99443 0.48284
C -1.72714 0.67795 -1.65753
H 0.77321 1.18024 -1.34904
H -2.33682 -1.14741 0.96031
H 2.79331 -0.55196 -0.23994
H -0.59781 -1.90108 -0.38623
H -1.05905 0.14906 -2.34863
N -1.50789 -1.74237 1.03060
O -0.48852 -0.95747 1.52967
H -1.65969 -2.49977 1.69851
H 1.90011 1.98621 0.68033
H 2.29499 -2.06813 0.50665
O 0.29407 -1.66656 -0.76856
N -1.12220 1.28894 -0.50350
C 0.81229 2.07688 0.66338
H -2.25726 1.43884 -2.23858
H 2.34084 -0.59374 1.46823
N 0.71657 -0.67552 0.13682
*
```

These are the Löwdin partial charges, in e, on atoms 1 to 8: H 0.0728; H 0.0533; H 0.0767; C -0.3454; C -0.0521; C -0.2054; H 0.1267; H 0.1075

---

Here is how they stack up, most stable first: i, ii.

---

--- i ---
Formula: C3H12NP2
Source: OMol25
Level of theory: ωB97M-V/def2-TZVPD

HOMO-LUMO gap (eV): 10.04
HOMO (eV): -14.412
Molar mass (g/mol): 124.084

```
! wB97M-V def2-TZVPD RIJCOSX def2/J DEFGRID3
* xyz 1 1
C 1.44408 -0.78945 0.00696
P 3.03980 -0.79908 0.46056
H 0.27702 1.04539 2.10684
H -0.58503 2.41697 1.63262
H 1.19185 2.24272 0.05441
P -1.86466 -2.00044 -0.77398
H -1.30825 0.91667 1.29822
H -2.96290 -2.25810 -1.91716
H 3.36411 0.42680 0.05880
C 0.30168 1.62774 -0.02228
H 0.95512 -1.72931 0.28784
H -1.82394 -3.35049 -0.62338
C -0.36319 1.49115 1.28296
H -0.38824 2.21538 -0.67521
H 1.09147 0.50066 -1.56417
N 0.67213 0.21208 -0.70279
H -0.14106 -0.43909 -0.93420
H -2.90002 -1.72963 0.02397
*
```

These are the Löwdin partial charges, in e, on atoms 1 to 8: C -0.5569; P 0.9695; H 0.1109; H 0.0503; H 0.1202; P 0.7268; H 0.0948; H -0.0290

---

--- ii ---
Formula: C3H12NP2
Source: OMol25
Level of theory: ωB97M-V/def2-TZVPD

SMILES: C[N+](C)(P)CP
HOMO-LUMO gap (eV): 10.48
HOMO (eV): -13.842
Molar mass (g/mol): 124.084

```
! wB97M-V def2-TZVPD RIJCOSX def2/J DEFGRID3
* xyz 1 1
P -0.22483 -0.38652 -2.35244
C -1.35221 -0.18231 0.29465
H -1.33011 -1.11386 0.68164
H -2.02996 0.47493 0.88439
C 0.85894 -0.33972 -0.87483
H 0.16364 -1.09471 2.13337
H 0.82159 -0.80821 -3.10142
H 0.82476 0.42999 2.37217
H -0.28652 2.28594 -0.61210
H 1.69225 -0.84129 1.34522
H 1.38653 -1.36667 -0.57186
C 0.74533 -0.37335 1.57808
H 1.54805 0.47456 -1.07943
H -0.94663 -1.61483 -2.06413
H -1.71184 -0.16987 -0.75541
H -0.67297 2.46691 1.23566
N 0.07692 0.18198 0.38180
P 0.43705 1.97702 0.50465
*
```

These are the Löwdin partial charges, in e, on atoms 1 to 8: P 0.8515; C -0.1001; H 0.0598; H 0.1205; C -0.4603; H 0.1021; H -0.0928; H 0.0956

---

Here is how they stack up, most stable first: ii, i.

---

--- i ---
Formula: C5H6N2S2
Source: OMol25
Level of theory: ωB97M-V/def2-TZVPD

SMILES: Cn1cncc1C(=S)S
HOMO-LUMO gap (eV): 8.37
HOMO (eV): -8.818
Molar mass (g/mol): 158.251

```
! wB97M-V def2-TZVPD RIJCOSX def2/J DEFGRID3
* xyz 0 1
H 0.56456 -0.42739 3.75297
H 2.01040 1.32228 -1.37636
H 0.70576 2.25714 -0.26601
H 1.67247 0.91834 0.30570
N -1.62358 -0.53580 -1.80309
S 0.04116 -2.49129 2.05440
C -0.26225 -0.60906 -0.08929
N 0.03016 0.53013 -0.83801
S 0.34952 0.39781 2.75834
C 1.14070 1.34713 -0.56811
H -0.94669 1.12003 -2.74771
H -1.71814 -2.16021 -0.30998
C -0.83643 0.44665 -1.89383
C 0.18901 -0.94091 1.69643
C -1.31665 -1.17485 -0.67546
*
```

These are the Löwdin partial charges, in e, on atoms 1 to 8: H -0.1355; H 0.1413; H 0.0754; H 0.0633; N 0.0596; S 0.6668; C -0.1897; N -0.1235

---

--- ii ---
Formula: C5H6N2S2
Source: OMol25
Level of theory: ωB97M-V/def2-TZVPD

HOMO-LUMO gap (spin up / spin down) (eV): 7.45 / 6.59
HOMO (spin up / spin down) (eV): -7.885 / -7.358
Molar mass (g/mol): 158.251

```
! wB97M-V def2-TZVPD RIJCOSX def2/J DEFGRID3
* xyz 0 1
C 1.99320 -0.58362 -0.23862
C -0.86121 1.20573 1.53557
H -0.99728 1.74587 2.38764
C -1.44751 0.13989 0.90735
S 0.85710 -2.93961 0.09909
C -1.12160 -0.04527 -0.48315
C -0.33459 1.06375 -0.95425
N 0.93781 -1.32926 -0.39070
H 2.81012 -1.09691 0.14732
H 1.98261 0.31122 -0.76546
S 0.30109 1.97268 0.36027
H -2.01803 -0.60701 1.46469
N -0.23771 -1.11909 -0.96447
H -1.98229 0.02661 -1.16925
H 0.11830 1.25501 -1.93605
*
```

These are the Löwdin partial charges, in e, on atoms 1 to 8: C -0.0208; C -0.2562; H 0.0293; C -0.1158; S 0.5428; C -0.4676; C -0.3908; N -0.7201

---

Here is how they stack up, most stable first: i, ii.

---

--- i ---
Formula: C6H16O2
Source: OMol25
Level of theory: ωB97M-V/def2-TZVPD

SMILES: C/C=C(\C)CC.O.O
HOMO-LUMO gap (eV): 9.40
HOMO (eV): -8.829
Molar mass (g/mol): 120.192

```
! wB97M-V def2-TZVPD RIJCOSX def2/J DEFGRID3
* xyz 0 1
H 1.11421 -0.28602 2.02485
C -1.41281 1.07574 0.03701
H 1.14100 1.60828 -1.89882
H 0.78736 -3.85656 0.85826
H 0.12150 -0.48733 -2.51739
H 0.98325 2.24367 -0.25335
H -3.42167 0.39061 -0.68069
O 1.07625 -2.97697 0.59579
H -3.31072 0.82158 0.99788
H 2.25080 -0.23907 -1.37805
H 2.01340 -2.95497 0.81445
O 0.83492 0.35931 2.69068
H 0.54341 1.11383 2.17030
H -1.14636 1.80472 0.79717
C -0.48169 0.72240 -0.84555
C -2.74234 0.41127 0.16760
C -0.76909 -0.29680 -1.92094
H -0.93524 -1.24798 -1.40776
H -1.52442 -0.02795 -2.65688
C 1.96398 0.33297 -0.50472
H 1.80386 -0.37239 0.30945
C 0.87262 1.37060 -0.87146
H -2.61282 -0.62013 0.49520
H 2.89725 0.80004 -0.16123
*
```

These are the Löwdin partial charges, in e, on atoms 1 to 8: H 0.0056; C -0.1373; H 0.1074; H 0.0372; H 0.0679; H 0.0999; H 0.0745; O -0.0567

---

--- ii ---
Formula: C6H16O2
Source: OMol25
Level of theory: ωB97M-V/def2-TZVPD

SMILES: C=C(C)CCC.O.O
HOMO-LUMO gap (eV): 10.15
HOMO (eV): -9.400
Molar mass (g/mol): 120.192

```
! wB97M-V def2-TZVPD RIJCOSX def2/J DEFGRID3
* xyz 0 1
C 0.09697 -1.68956 0.36286
C -1.65815 -0.70441 -1.43085
H 2.38583 4.30264 -5.70939
C -0.61256 -1.12014 1.53544
C -0.32858 0.36298 1.78120
H 1.41405 4.70116 -4.61804
H -0.27817 -2.36132 -1.65274
H 3.57866 2.39295 2.86339
H -1.54420 -2.62543 -0.52401
H -2.66630 -0.74075 -1.01109
O 1.48253 4.33394 -5.48015
H -0.59903 0.86619 0.77401
C -1.19833 -1.97316 2.35812
H 1.03322 -1.11593 0.14522
H -0.83339 0.69961 2.65087
H 0.51222 -2.65459 0.68755
H -1.27092 -2.94130 2.11195
C -0.81884 -1.91603 -0.81391
H 2.34882 1.60423 2.14327
H -1.89518 -0.76507 -2.52731
H -1.24842 0.28506 -1.16851
H 0.71326 0.53153 1.96835
H -1.64495 -1.80051 3.46022
O 3.03146 2.32793 2.09357
*
```

These are the Löwdin partial charges, in e, on atoms 1 to 8: C -0.2214; C -0.0865; H 0.0083; C -0.3823; C -0.0338; H 0.0167; H 0.0989; H 0.0172

---

Here is how they stack up, most stable first: i, ii.

---

--- i ---
Formula: C4H11N2O2Si
Source: OMol25
Level of theory: ωB97M-V/def2-TZVPD

SMILES: [NH2+]=C[C@H]([SiH3])CNC(=O)O
HOMO-LUMO gap (eV): 8.65
HOMO (eV): -13.364
Molar mass (g/mol): 147.230

```
! wB97M-V def2-TZVPD RIJCOSX def2/J DEFGRID3
* xyz 1 1
H 1.52226 0.86755 -3.08702
H -2.47293 -2.31212 1.88855
H -1.35716 1.48828 0.34083
H 0.95081 -0.19050 2.12767
N 0.57954 1.82518 -0.30835
H 0.87480 2.58294 0.30757
H -1.83954 0.04478 1.49345
H -1.58760 -2.70586 0.41239
N -1.94741 -2.05700 1.04264
C 1.55201 1.64435 -1.37508
O 1.23304 0.62847 -2.16324
H 0.70115 -2.18279 1.62804
H 2.17453 -1.05517 -0.11956
C -1.38727 -0.82499 0.96195
C -0.64907 1.09233 -0.37370
Si 1.22468 -1.02264 0.93757
H -0.46765 -1.08286 -0.90258
O 2.47126 2.42891 -1.46982
C -0.50805 -0.35855 -0.03983
H -1.06740 1.18968 -1.30148
*
```

These are the Löwdin partial charges, in e, on atoms 1 to 8: H 0.1794; H 0.1574; H 0.1270; H -0.0341; N 0.0629; H 0.1598; H 0.1620; H 0.1028

---

--- ii ---
Formula: C4H11N2O2Si
Source: OMol25
Level of theory: ωB97M-V/def2-TZVPD

SMILES: [NH2+]=C[C@H]([SiH3])CNC(=O)O
HOMO-LUMO gap (eV): 8.99
HOMO (eV): -13.330
Molar mass (g/mol): 147.230

```
! wB97M-V def2-TZVPD RIJCOSX def2/J DEFGRID3
* xyz 1 1
C 2.34683 0.00759 -0.28707
H -0.02317 0.14824 -1.03019
C -1.88321 0.52958 -0.19282
C 0.29133 1.20335 0.74132
C -0.48998 0.27860 -0.07866
H -2.36956 -0.37042 -1.91710
Si -0.12220 -1.70901 0.85889
N 1.73956 0.86511 0.53532
H -0.30202 -2.31470 -0.47024
H 0.06342 1.19501 1.81617
N -2.62404 0.24592 -1.20147
H 0.26047 2.34733 0.48821
O 3.51825 0.12234 -0.62006
H -2.42117 1.14257 0.57069
H 0.93084 -1.22816 1.71246
O 1.53116 -0.96431 -0.82179
H -3.58282 0.47184 -1.20854
H 2.34606 1.54202 1.07951
H -1.45202 -1.96703 1.41733
H 2.24228 -1.54587 -1.39197
*
```

These are the Löwdin partial charges, in e, on atoms 1 to 8: C -0.6353; H 0.1069; C -0.1010; C -0.2157; C -0.3356; H 0.1309; Si 0.8841; N 0.0623

---

Here is how they stack up, most stable first: i, ii.

---

--- i ---
Formula: C2HBrF2S
Source: OMol25
Level of theory: ωB97M-V/def2-TZVPD

SMILES: F[C@H]1S[C@]1(F)Br
HOMO-LUMO gap (eV): 9.96
HOMO (eV): -10.195
Molar mass (g/mol): 174.997

```
! wB97M-V def2-TZVPD RIJCOSX def2/J DEFGRID3
* xyz 0 1
F -1.87108 1.81949 -1.17111
C -0.00309 0.63450 -0.14897
S -0.67874 1.62966 1.22330
Br -2.97979 -0.47688 0.06399
C -1.48127 1.02429 -0.19770
H 0.46124 -0.36826 -0.11112
F 0.67381 1.36859 -0.98522
*
```

Charges in e, computed with Löwdin, in the same order as the atoms: F 0.0091; C -0.5689; S 0.9487; Br 0.5009; C -1.0515; H 0.1415; F 0.0202

---

--- ii ---
Formula: C2HBrF2S
Source: OMol25
Level of theory: ωB97M-V/def2-TZVPD

HOMO-LUMO gap (spin up / spin down) (eV): 6.58 / 6.57
HOMO (spin up / spin down) (eV): -10.030 / -10.017
Molar mass (g/mol): 174.997

```
! wB97M-V def2-TZVPD RIJCOSX def2/J DEFGRID3
* xyz 0 1
C 0.59399 0.14133 -0.34968
Br 1.89818 -1.02723 -0.55249
S -1.97440 0.83519 -0.03924
F 0.11568 0.11092 2.00347
F 0.97418 1.41686 -0.45523
C -0.70228 -0.23979 -0.27608
H -0.90535 -1.23730 -0.33075
*
```

Charges in e, computed with Löwdin, in the same order as the atoms: C -0.8682; Br 1.0528; S 0.8305; F -0.4582; F 0.0568; C -0.6409; H 0.0272

---

Here is how they stack up, most stable first: i, ii.

---

--- i ---
Formula: C9H11N3O2
Source: OMol25
Level of theory: ωB97M-V/def2-TZVPD

HOMO-LUMO gap (eV): 7.22
HOMO (eV): -8.070
Molar mass (g/mol): 193.206

```
! wB97M-V def2-TZVPD RIJCOSX def2/J DEFGRID3
* xyz 0 1
C -0.04205 -0.03558 2.92904
N 2.22013 0.54673 2.05956
C -1.14768 -0.56548 -2.49463
H -0.06971 0.95957 3.36277
C -0.87701 0.50109 -1.65115
H -1.14433 2.08481 -3.05933
C 0.17136 -1.08270 -0.15063
H -0.83508 2.64026 -1.40595
C -0.24059 0.24304 -0.42875
H -2.40895 1.97995 -1.83649
C -0.77251 -1.86321 -2.18710
C 0.93795 -0.07267 1.80199
H 1.96290 -1.43675 0.74999
C -1.33502 1.88395 -2.00610
H 0.25198 -0.75513 3.69354
N 1.00274 -1.17984 0.98760
C -0.09249 -2.12756 -1.00944
H -1.67240 -0.36884 -3.41815
O 3.14861 0.17742 1.35701
H -1.02642 -0.29545 2.55157
H -0.99219 -2.66585 -2.87429
H 0.23892 -3.12405 -0.76622
H 0.45411 2.00085 0.32966
N -0.01715 1.13617 0.56763
O 2.28487 1.41929 2.89787
*
```

These are the Löwdin partial charges, in e, on atoms 1 to 8: C -0.0108; N -0.3413; C -0.0611; H 0.0833; C -0.2194; H 0.0807; C -0.1854; H 0.0645

---

--- ii ---
Formula: C9H11N3O2
Source: OMol25
Level of theory: ωB97M-V/def2-TZVPD

SMILES: O=NN1CCC[C@H]1c1ccc[n+]([O-])c1
HOMO-LUMO gap (eV): 8.97
HOMO (eV): -8.617
Molar mass (g/mol): 193.206

```
! wB97M-V def2-TZVPD RIJCOSX def2/J DEFGRID3
* xyz 0 1
H 0.84832 -2.27684 -4.04455
H -1.43893 -0.22368 0.80667
C -0.54460 1.68852 0.54361
C 0.54964 0.17970 -1.75531
H -1.03990 -2.38519 -0.36383
N -0.25706 -2.43126 -2.27773
N 1.09016 -0.98864 1.89977
C 0.56543 -1.75135 -3.09026
H -1.29551 2.18215 -0.01169
H 0.85735 1.23248 -1.71883
H 1.42602 0.25489 -3.63376
C 0.92934 -0.39312 -2.92600
O -0.28143 -3.65581 -2.41688
H 0.39081 2.11134 0.13839
H -0.26373 2.95846 2.14592
H 0.75216 1.20516 3.40866
N 0.36533 0.12783 1.63089
C -0.15467 -0.53872 -0.81214
C -0.48995 0.17346 0.47599
O 1.77865 -0.99145 2.96471
C -0.53692 -1.83703 -1.11230
H -0.74649 0.27835 3.29719
C -0.05725 0.88706 2.74552
C -0.75036 2.03386 1.91976
H -1.69641 2.15984 2.18620
*
```

These are the Löwdin partial charges, in e, on atoms 1 to 8: H 0.1524; H 0.1550; C -0.1772; C -0.0579; H 0.1358; N -0.2655; N -0.0002; C -0.0097

---

Here is how they stack up, most stable first: i, ii.

---

--- i ---
Formula: C2H4Cl2OS
Source: OMol25
Level of theory: ωB97M-V/def2-TZVPD

HOMO-LUMO gap (spin up / spin down) (eV): 7.24 / 7.53
HOMO (spin up / spin down) (eV): -8.327 / -8.434
Molar mass (g/mol): 147.026

```
! wB97M-V def2-TZVPD RIJCOSX def2/J DEFGRID3
* xyz 0 1
H 0.05181 -0.95653 1.51843
S 0.18726 1.94229 0.66419
H -0.15943 0.41269 -1.19812
H 0.24035 -1.30018 -1.78784
Cl -1.37223 1.86295 2.03417
C 0.50905 -0.84648 0.49813
C -0.08807 -0.77615 -0.83034
O -0.33573 1.75710 -0.70928
H -1.23664 -1.06882 -0.81274
Cl 2.20364 -1.02685 0.62339
*
```

These are the Löwdin partial charges, in e, on atoms 1 to 8: H 0.0681; S 0.5000; H 0.0617; H 0.1043; Cl 0.0846; C -0.6572; C -0.2178; O -0.6837

---

--- ii ---
Formula: C2H4Cl2OS
Source: OMol25
Level of theory: ωB97M-V/def2-TZVPD

HOMO-LUMO gap (spin up / spin down) (eV): 8.64 / 8.64
HOMO (spin up / spin down) (eV): -8.874 / -8.874
Molar mass (g/mol): 147.026

```
! wB97M-V def2-TZVPD RIJCOSX def2/J DEFGRID3
* xyz 0 1
Cl 1.69384 -1.07626 1.22650
H -0.85691 1.07834 1.56284
C -0.75851 0.30972 0.72864
C 0.70758 0.09640 0.47264
S 1.62509 1.10589 -0.47530
H -1.14353 0.50462 -0.25712
O 0.75130 2.14536 -1.00914
H -0.47747 -1.47581 -2.29369
H -1.26727 -0.62037 1.16593
Cl -0.27411 -2.06788 -1.12130
*
```

These are the Löwdin partial charges, in e, on atoms 1 to 8: Cl 0.5940; H 0.1129; C -0.1973; C -1.1556; S 0.8658; H 0.0473; O -0.5806; H -0.1450

---

Here is how they stack up, most stable first: ii, i.